Entry 1:
DFT (ωB97M-V/def2-TZVPD) results for a structure of composition C11H14BN7SV in a non-equilibrium geometry.

The geometry in ORCA input format:
```
! wB97M-V def2-TZVPD RIJCOSX def2/J DEFGRID3
* xyz 2 2
H 0.899 3.051 0.398
N 0.520 1.568 -1.072
B 0.187 0.302 -3.261
N 0.554 1.590 -2.465
C 0.888 2.820 -2.886
V -0.041 -0.275 -0.189
H 0.963 3.025 -3.942
C 1.093 3.627 -1.766
H 1.374 4.661 -1.758
C 0.854 2.809 -0.652
H 0.258 0.460 -4.453
C -0.603 -1.948 0.586
H -0.526 -1.704 1.655
H 0.112 -2.749 0.350
H -1.636 -2.226 0.346
N -1.249 -0.074 -2.813
N 1.171 -0.795 -2.775
N -1.493 -0.272 -1.444
N 1.249 -1.080 -1.404
C -2.397 -0.230 -3.486
C 2.055 -1.563 -3.426
H -2.406 -0.140 -4.560
H 2.125 -1.482 -4.500
C -3.414 -0.534 -2.575
C 2.728 -2.365 -2.508
C -2.817 -0.560 -1.315
C 2.203 -2.041 -1.257
H -4.447 -0.722 -2.785
H 3.493 -3.094 -2.717
H -3.208 -0.780 -0.334
H 2.424 -2.424 -0.275
H -1.066 1.534 1.739
S 0.612 0.386 4.402
C -0.004 0.520 2.992
N -0.452 0.708 1.831
*
```

Its expectation value of S² is 0.77. The HOMO energy (spin up / spin down) comes out at -15.728 / -15.767 eV.

=====

Entry 2:
DFT (ωB97M-V/def2-TZVPD) results for the ion C4H12NO2 with charge +1 in a non-equilibrium geometry.

The geometry in ORCA input format:
```
! wB97M-V def2-TZVPD RIJCOSX def2/J DEFGRID3
* xyz 1 1
C 1.271 -1.736 -0.124
C -0.211 -1.244 0.080
O -0.686 -1.635 1.352
C -0.415 0.246 -0.059
N -0.118 0.988 1.271
C 0.353 1.091 -1.140
O -0.413 2.210 -1.493
H 1.300 -2.643 -0.712
H 1.656 -0.945 -0.758
H 1.750 -1.822 0.847
H -0.796 -1.675 -0.740
H -0.379 -2.511 1.561
H -1.500 0.420 -0.097
H -0.605 0.509 2.031
H 0.891 1.010 1.407
H -0.444 1.920 1.005
H 1.200 1.502 -0.581
H 0.673 0.531 -1.994
H -0.609 2.261 -2.425
*
```

Its SMILES is C[C@@H](O)[C@@H]([NH3+])CO. The HOMO energy comes out at -14.787 eV.

=====

Entry 3:
DFT (ωB97M-V/def2-TZVPD) results for a structure of composition C57H67O3P2Sr in a non-equilibrium geometry.

The geometry in ORCA input format:
```
! wB97M-V def2-TZVPD RIJCOSX def2/J DEFGRID3
* xyz 1 1
Sr -0.324 -0.324 -0.954
C 1.886 -2.163 0.791
C 1.550 -3.520 0.854
C 1.630 -4.025 -0.507
C 1.962 -2.934 -1.316
C 2.174 -1.742 -0.547
C 3.457 -0.953 -0.848
C 4.671 -1.864 -0.620
C 3.455 -0.449 -2.298
C 3.589 0.249 0.067
C 1.513 -5.439 -1.110
C 0.057 -5.887 -1.288
C 2.136 -5.459 -2.516
C 2.287 -6.489 -0.302
C 1.297 -4.180 2.226
C 0.221 -5.273 2.283
C 0.851 -3.108 3.241
C 2.621 -4.770 2.744
H 2.041 -1.530 1.656
H 2.190 -2.997 -2.371
H 4.686 -2.685 -1.337
H 4.635 -2.292 0.384
H 5.604 -1.300 -0.720
H 3.525 -1.277 -3.007
H 4.301 0.218 -2.483
H 2.532 0.102 -2.511
H 3.601 -0.046 1.117
H 2.739 0.907 -0.089
H 4.512 0.797 -0.135
H -0.442 -5.227 -2.005
H -0.498 -5.874 -0.351
H 0.012 -6.902 -1.694
H 1.579 -4.836 -3.218
H 2.122 -6.480 -2.903
H 3.171 -5.116 -2.494
H 1.866 -6.684 0.678
H 3.321 -6.165 -0.166
H 2.298 -7.437 -0.845
H -0.757 -4.897 2.003
H 0.139 -5.643 3.307
H 0.435 -6.127 1.649
H 0.070 -2.468 2.822
H 1.683 -2.469 3.543
H 0.467 -3.588 4.144
H 2.978 -5.583 2.116
H 2.501 -5.153 3.762
H 3.390 -3.995 2.755
C -2.106 -3.321 -0.096
O -1.748 -1.949 -0.239
C -2.327 -1.432 -1.495
C -1.387 -1.787 -2.771
O -0.553 -0.626 -3.217
C -1.475 0.430 -3.616
H -3.193 -3.422 -0.157
H -1.757 -3.633 0.874
H -1.647 -3.925 -0.871
H -2.347 -0.307 -1.396
H -3.345 -1.771 -1.648
H -2.022 -2.094 -3.597
H -0.708 -2.614 -2.485
H -1.860 0.228 -4.616
H -0.970 1.393 -3.613
H -2.350 0.476 -2.953
O -1.187 3.296 1.015
C -0.806 4.480 0.419
C -1.589 5.623 0.438
C -1.102 6.779 -0.155
C 0.139 6.785 -0.772
C 0.874 5.611 -0.846
C 0.407 4.434 -0.267
P 1.307 2.829 -0.344
C 2.505 3.154 -1.675
C 1.983 3.286 -2.964
C 2.824 3.405 -4.057
C 4.202 3.372 -3.875
C 4.727 3.257 -2.599
C 3.883 3.147 -1.501
C 2.154 2.953 1.271
C 2.878 4.087 1.636
C 3.452 4.174 2.894
C 3.288 3.140 3.807
C 2.548 2.019 3.461
C 1.984 1.929 2.197
C -2.089 3.263 2.057
C -2.091 4.191 3.083
C -3.063 4.094 4.068
C -4.007 3.078 4.025
C -3.948 2.116 3.027
C -2.974 2.187 2.038
P -2.759 1.015 0.639
C -3.589 2.105 -0.602
C -4.969 2.298 -0.681
C -5.515 3.046 -1.712
C -4.690 3.664 -2.646
C -3.314 3.585 -2.502
C -2.771 2.805 -1.488
C -3.976 -0.279 1.084
C -3.653 -0.987 2.247
C -4.466 -2.007 2.709
C -5.611 -2.355 2.000
C -5.909 -1.702 0.816
C -5.092 -0.674 0.354
H -2.566 5.614 0.901
H -1.699 7.681 -0.126
H 0.530 7.696 -1.204
H 1.821 5.601 -1.372
H 0.906 3.320 -3.108
H 2.411 3.522 -5.051
H 4.862 3.443 -4.730
H 5.800 3.247 -2.454
H 4.300 3.061 -0.506
H 2.990 4.908 0.937
H 4.022 5.053 3.168
H 3.733 3.211 4.790
H 2.414 1.214 4.172
H 1.423 1.045 1.917
H -1.343 4.971 3.111
H -3.080 4.818 4.872
H -4.784 3.024 4.775
H -4.669 1.310 3.028
H -5.620 1.892 0.083
H -6.589 3.153 -1.784
H -5.122 4.222 -3.466
H -2.660 4.113 -3.185
H -1.692 2.729 -1.397
H -2.742 -0.746 2.787
H -4.206 -2.532 3.618
H -6.254 -3.147 2.361
H -6.782 -1.986 0.242
H -5.326 -0.209 -0.594
*
```

The HOMO energy comes out at -8.632 eV.

=====

Entry 4:
DFT (ωB97M-V/def2-TZVPD) results for a structure of composition C2H4NiO in a non-equilibrium geometry.

The geometry in ORCA input format:
```
! wB97M-V def2-TZVPD RIJCOSX def2/J DEFGRID3
* xyz 0 3
H 0.439 -2.180 -0.587
C 0.173 0.963 0.553
C 0.354 0.093 -0.619
O -0.298 -1.577 -0.506
Ni -1.027 -0.807 1.026
H 1.052 1.157 1.188
H -0.434 1.872 0.399
H -0.259 0.480 -1.454
*
```

Its expectation value of S² is 2.01. The HOMO energy (spin up / spin down) comes out at -7.452 / -8.073 eV.

=====

Entry 5:
DFT (ωB97M-V/def2-TZVPD) results for a cluster of 2 separate species, C3H6O4 in total in a non-equilibrium geometry.

The geometry in ORCA input format:
```
! wB97M-V def2-TZVPD RIJCOSX def2/J DEFGRID3
* xyz 0 1
C 1.665 -0.841 -0.109
C 0.710 0.272 -0.033
C -2.413 0.037 0.133
O 1.230 -0.213 1.095
O 2.914 -0.525 -0.519
O 0.583 1.569 -0.172
O -1.359 -0.410 -0.649
H 1.259 -1.821 -0.287
H -2.832 -0.733 0.812
H -3.237 0.584 -0.452
H -1.904 0.769 0.747
H 3.624 -0.367 0.076
H -0.239 1.681 -0.641
*
```

The HOMO energy (spin up / spin down) comes out at -8.648 / -8.660 eV.

=====

Entry 6:
DFT (ωB97M-V/def2-TZVPD) results for a structure of composition C5H9ClN2 in a non-equilibrium geometry.

The geometry in ORCA input format:
```
! wB97M-V def2-TZVPD RIJCOSX def2/J DEFGRID3
* xyz 0 1
C -0.515 -0.685 -2.278
C -0.581 0.749 -2.222
C -0.279 -0.071 0.534
C 0.314 0.233 1.979
C 1.314 -0.327 2.698
H -1.504 -1.226 -1.962
H 0.277 -1.093 -1.238
H -0.231 -1.222 -3.350
H -1.034 1.328 -3.108
H 0.740 1.481 0.267
H -0.365 -1.194 0.549
H -1.341 0.146 0.600
H -0.442 0.954 2.532
H 2.048 -1.173 2.238
N -0.103 1.433 -1.353
N 0.411 0.832 -0.299
Cl 1.289 -0.164 4.413
*
```

The HOMO energy comes out at -8.717 eV.

=====

Entry 7:
DFT (ωB97M-V/def2-TZVPD) results for a structure of composition C34H57ErN3O2SSi in a non-equilibrium geometry.

The geometry in ORCA input format:
```
! wB97M-V def2-TZVPD RIJCOSX def2/J DEFGRID3
* xyz 1 4
O -2.014 1.201 1.552
O -0.046 7.054 -0.549
C -3.238 1.448 0.707
C -4.504 1.044 1.412
H -3.110 0.863 -0.210
H -3.288 2.512 0.432
H -4.634 -0.049 1.414
H -5.378 1.475 0.903
H -4.484 1.446 2.428
C -1.502 2.432 2.287
C -2.053 3.763 1.791
H -0.411 2.429 2.225
H -1.761 2.184 3.325
H -1.888 3.936 0.710
H -1.564 4.601 2.309
H -3.120 3.836 2.004
C 1.188 6.449 -0.187
C -0.160 7.090 -1.972
C 1.299 6.498 1.329
H 2.052 6.993 -0.632
H 1.193 5.395 -0.552
H 1.297 7.548 1.666
H 2.238 6.021 1.639
H 0.437 5.970 1.768
C -1.313 8.023 -2.296
H -0.353 6.063 -2.348
H 0.777 7.460 -2.448
H -2.166 7.779 -1.647
H -1.585 7.939 -3.352
H -0.990 9.052 -2.088
H -0.693 2.334 -2.072
N -0.882 -1.987 -0.640
C -0.229 -2.642 -1.605
C 1.090 -2.364 -1.918
C 1.997 -1.638 -1.134
C -0.919 -3.705 -2.415
H -1.818 -3.323 -2.912
H -1.181 -4.585 -1.813
H -0.206 -4.027 -3.185
C 3.426 -1.658 -1.632
H 4.015 -2.421 -1.101
H 3.918 -0.683 -1.528
H 3.412 -1.934 -2.693
N 1.666 -1.020 0.002
C -2.238 -2.351 -0.362
C -3.257 -1.686 -1.081
C -2.913 -0.866 -2.289
C -4.551 -1.776 -0.580
H -5.344 -1.205 -1.060
C -4.805 -2.570 0.550
H -5.802 -2.570 0.990
C -3.823 -3.408 1.076
H -4.049 -4.084 1.908
C -2.531 -3.371 0.578
C -1.471 -4.331 1.034
C 2.752 -0.721 0.879
C 3.297 0.582 0.835
C 2.753 1.594 -0.128
C 4.376 0.896 1.659
H 4.770 1.911 1.628
C 4.932 -0.073 2.493
H 5.751 0.198 3.153
C 4.460 -1.385 2.458
H 4.919 -2.160 3.070
C 3.394 -1.734 1.629
C 2.949 -3.159 1.551
Er -0.735 -0.425 0.945
H -2.498 0.119 -2.026
H -3.813 -0.680 -2.885
H -2.174 -1.342 -2.945
H -0.931 -4.783 0.193
H -1.936 -5.151 1.598
H -0.729 -3.874 1.697
H 3.567 2.195 -0.554
H 2.058 2.294 0.350
H 2.216 1.139 -0.969
H 1.962 -3.282 2.013
H 3.663 -3.794 2.089
H 2.895 -3.533 0.521
H 1.496 -2.843 -2.805
C -0.712 3.279 -2.555
Si 0.258 2.709 -4.096
H -1.745 3.591 -2.769
H -0.190 4.041 -1.963
C -1.066 2.957 -5.403
C 0.608 0.860 -3.863
C 1.859 3.700 -4.099
H 1.795 4.601 -3.471
H 2.123 4.028 -5.111
H 2.699 3.104 -3.715
H -1.870 2.222 -5.250
H -0.696 2.857 -6.427
H -1.509 3.955 -5.274
H -0.200 0.361 -3.307
H 1.539 0.664 -3.315
H 0.688 0.350 -4.832
S -2.236 -1.219 3.441
C -0.738 -1.560 3.010
N 0.341 -1.670 2.453
*
```

Its expectation value of S² is 3.75. The HOMO energy (spin up / spin down) comes out at -10.371 / -10.382 eV.

=====

Entry 8:
DFT (ωB97M-V/def2-TZVPD) results for a structure of composition C12H33CuO11P2 in a non-equilibrium geometry.

The geometry in ORCA input format:
```
! wB97M-V def2-TZVPD RIJCOSX def2/J DEFGRID3
* xyz -2 1
Cu -1.525 -0.306 -23.458
O -1.713 -2.220 -24.751
H -2.047 -2.404 -25.634
O -3.524 0.534 -23.660
H -3.262 1.192 -24.313
O -1.770 -1.140 -21.255
H -0.981 -0.997 -20.715
C 0.983 -0.980 -25.434
C 1.824 -0.431 -24.293
O 1.189 -0.530 -23.008
P 1.593 -1.738 -22.069
O 1.265 -3.080 -22.504
O 1.080 -1.231 -20.687
C 1.159 -2.086 -19.549
C 0.430 -1.502 -18.386
O 3.206 -1.578 -21.901
C 4.063 -2.564 -22.438
C 4.583 -3.494 -21.356
H 1.131 -2.043 -25.628
H -0.100 -0.989 -25.172
H 1.096 -0.369 -26.333
H 2.812 -0.912 -24.280
H 2.021 0.633 -24.450
H 0.791 -3.087 -19.812
H 2.200 -2.349 -19.268
H 0.129 -2.340 -17.744
H 1.080 -0.912 -17.739
H -0.483 -1.012 -18.720
H 3.587 -3.127 -23.247
H 4.887 -2.078 -22.985
H 3.970 -4.406 -21.382
H 5.567 -3.914 -21.589
H 4.505 -3.027 -20.382
C 1.714 2.461 -19.936
C 1.671 2.833 -21.416
O 0.334 2.663 -21.899
P -0.050 2.973 -23.376
O -0.664 1.983 -24.243
O 1.344 3.483 -23.981
C 1.372 3.769 -25.346
C 1.274 5.283 -25.607
O -0.845 4.318 -23.218
C -2.113 4.278 -22.477
C -3.240 3.687 -23.282
H 0.833 1.865 -19.716
H 2.596 1.882 -19.683
H 1.621 3.354 -19.307
H 2.025 3.853 -21.604
H 2.365 2.205 -21.985
H 2.338 3.398 -25.702
H 0.613 3.242 -25.922
H 0.228 5.591 -25.522
H 1.763 5.862 -24.821
H 1.700 5.526 -26.580
H -1.924 3.697 -21.571
H -2.275 5.316 -22.184
H -4.214 3.974 -22.876
H -3.166 3.966 -24.334
H -3.241 2.586 -23.210
*
```

The HOMO energy comes out at 1.211 eV.